{"formula": "C60H143N10O17", "method": "the ωB97M-V functional and the def2-TZVPD basis", "symbols": ["C", "C", "C", "N", "C", "C", "C", "C", "C", "C", "H", "H", "H", "H", "H", "H", "H", "H", "H", "H", "H", "H", "H", "H", "H", "H", "H", "H", "H", "H", "C", "C", "C", "N", "C", "C", "C", "C", "C", "C", "H", "H", "H", "H", "H", "H", "H", "H", "H", "H", "H", "H", "H", "H", "H", "H", "H", "H", "H", "H", "C", "C", "O", "N", "H", "H", "C", "H", "H", "H", "H", "H", "H", "C", "C", "O", "N", "H", "H", "C", "H", "H", "H", "H", "H", "H", "C", "C", "O", "N", "H", "H", "C", "H", "H", "H", "H", "H", "H", "C", "C", "O", "N", "H", "H", "C", "H", "H", "H", "H", "H", "H", "C", "C", "O", "N", "H", "H", "C", "H", "H", "H", "H", "H", "H", "C", "C", "N", "C", "C", "C", "C", "C", "O", "C", "H", "H", "H", "H", "H", "H", "H", "H", "H", "H", "H", "H", "H", "H", "H", "H", "H", "H", "H", "H", "C", "C", "N", "C", "C", "C", "C", "C", "O", "C", "H", "H", "H", "H", "H", "H", "H", "H", "H", "H", "H", "H", "H", "H", "H", "H", "H", "H", "H", "H", "C", "C", "N", "C", "C", "C", "C", "C", "O", "C", "H", "H", "H", "H", "H", "H", "H", "H", "H", "H", "H", "H", "H", "H", "H", "H", "H", "H", "H", "H", "O", "C", "O", "O", "H", "O", "C", "O", "O", "H", "O", "C", "O", "O", "H"], "positions_angstrom": [[0.788683, 1.493788, 9.172374], [1.055543, 2.254298, 7.814054], [2.045583, 1.550678, 6.918184], [2.137873, 1.976398, 5.383474], [3.331483, 1.163388, 4.799304], [3.657563, 1.536968, 3.393204], [3.642513, 3.067048, 3.113244], [2.525773, 3.949988, 3.765484], [2.412273, 3.471038, 5.273394], [0.808333, 1.629688, 4.725384], [1.693573, 1.235838, 9.722594], [0.129313, 0.638248, 9.026144], [0.296663, 2.086488, 9.943554], [1.368233, 3.245208, 8.143324], [0.125643, 2.352378, 7.253904], [1.766353, 0.498848, 6.856604], [3.004433, 1.563608, 7.436394], [4.119673, 1.486238, 5.479474], [3.079283, 0.109418, 4.916124], [4.636393, 1.189128, 3.063054], [2.870413, 1.059188, 2.809924], [4.619303, 3.418778, 3.445294], [3.737703, 3.325988, 2.058744], [2.938063, 4.937098, 3.556354], [1.571573, 3.819088, 3.255124], [3.234473, 3.769148, 5.923954], [1.555753, 4.038118, 5.637924], [1.009623, 1.497058, 3.662374], [-0.022677, 2.332868, 4.780624], [0.506053, 0.666538, 5.136564], [1.072173, -3.322282, -5.955236], [2.322323, -3.043492, -5.216036], [2.490123, -3.983672, -4.117576], [3.813703, -3.745822, -3.274436], [3.804153, -4.727702, -2.090986], [5.075513, -4.741082, -1.223076], [6.319143, -4.990092, -2.013546], [6.398733, -3.879482, -3.160796], [5.131813, -3.855252, -4.046056], [3.812743, -2.336442, -2.681196], [1.014183, -4.329432, -6.368026], [0.735163, -2.490252, -6.573496], [0.257223, -3.296602, -5.231846], [2.189313, -2.063702, -4.757306], [3.199683, -2.903372, -5.847466], [2.690713, -5.004772, -4.441976], [1.756433, -3.987072, -3.311486], [3.826753, -5.721182, -2.538866], [2.865823, -4.561542, -1.561816], [4.964873, -5.425012, -0.381596], [5.116653, -3.799342, -0.675766], [6.379283, -6.000422, -2.418166], [7.186943, -5.058332, -1.357526], [7.367923, -4.017902, -3.639976], [6.501083, -2.879792, -2.738596], [5.053503, -4.753652, -4.658296], [5.201523, -2.991172, -4.706826], [4.044883, -1.599642, -3.450176], [4.662193, -2.428532, -2.004396], [2.886783, -2.232672, -2.115576], [5.422373, -1.856512, 4.371924], [5.419683, -1.757052, 2.885144], [6.347053, -1.239262, 2.218494], [4.329913, -2.422952, 2.132094], [4.456813, -3.404212, 1.929274], [3.592213, -2.618262, 2.793734], [3.744173, -1.614942, 0.932464], [4.448683, -2.010902, 4.836894], [6.053123, -1.119832, 4.869464], [5.952473, -2.806292, 4.442604], [2.858703, -2.217222, 0.729214], [4.444013, -1.402482, 0.124264], [3.558413, -0.574752, 1.200024], [-1.586107, 0.266948, 1.803124], [-0.500227, 0.968878, 0.970884], [-0.081737, 2.087308, 1.143794], [0.379563, -0.005102, 0.164974], [1.292913, 0.425958, 0.157344], [0.541983, -0.882452, 0.638234], [-0.038057, -0.049572, -1.348486], [-1.811427, 0.983358, 2.593114], [-1.330917, -0.704172, 2.227294], [-2.495217, 0.157258, 1.211854], [0.707473, -0.649602, -1.870266], [0.143923, 0.903778, -1.844576], [-1.003437, -0.492962, -1.592516], [-1.801637, 4.763598, -4.249366], [-0.998467, 4.187248, -3.116786], [-0.753227, 2.987278, -3.006106], [-0.409477, 5.286178, -2.254416], [0.004983, 6.111338, -2.663606], [-1.235217, 5.679768, -1.826216], [0.633073, 4.830228, -1.239026], [-2.633207, 5.398918, -3.944486], [-2.316807, 3.952678, -4.764236], [-1.164117, 5.286518, -4.962266], [0.328753, 3.989628, -0.615406], [0.797243, 5.760898, -0.695886], [1.601673, 4.654468, -1.707026], [-3.927867, -2.234622, 0.230204], [-4.476437, -3.462762, 0.892044], [-5.528547, -3.486452, 1.574544], [-3.605497, -4.693662, 0.692174], [-4.004627, -5.382292, 0.070424], [-2.765477, -4.476042, 0.175344], [-3.331697, -5.418812, 1.996044], [-4.463857, -1.332342, 0.524664], [-3.756837, -2.369222, -0.837846], [-2.892707, -2.151632, 0.561344], [-4.270447, -5.825272, 2.372394], [-2.935647, -4.645172, 2.653864], [-2.593127, -6.198552, 1.810004], [-6.655497, 4.173188, 1.404844], [-5.303107, 3.552708, 1.625644], [-5.026097, 2.323238, 1.567594], [-4.178717, 4.616098, 1.865034], [-4.411027, 5.408128, 1.282944], [-4.232087, 5.073328, 2.764034], [-2.772187, 4.052938, 1.652614], [-7.301017, 3.333648, 1.662844], [-6.726647, 4.600028, 0.404424], [-6.692497, 4.973538, 2.143884], [-2.694087, 3.757318, 0.606384], [-2.575557, 3.244788, 2.357124], [-2.059797, 4.865378, 1.795904], [0.613023, 1.014978, -5.527746], [2.060853, 0.990538, -5.080486], [2.979633, 2.122148, -5.672926], [2.561363, 3.446708, -4.966926], [4.406313, 1.882538, -5.188586], [5.122543, 0.591048, -5.805496], [2.767353, 2.262778, -7.192746], [3.648573, 3.203048, -7.894666], [3.715893, 4.499828, -7.337976], [4.353073, 5.486518, -8.179626], [0.125513, 1.961508, -5.294256], [-0.054087, 0.338418, -4.993586], [0.486013, 0.821358, -6.592866], [2.483543, 0.061528, -5.463076], [2.148103, 1.019808, -3.994376], [1.650873, 3.808088, -5.444946], [3.286743, 4.259638, -4.934206], [2.409243, 3.178468, -3.921456], [4.478743, 1.816738, -4.102986], [4.934303, 2.684608, -5.704356], [4.617113, -0.296222, -5.424206], [6.162323, 0.504538, -5.490086], [5.126303, 0.571108, -6.895306], [1.760463, 2.661238, -7.317326], [2.844383, 1.263858, -7.622066], [3.400743, 3.267988, -8.954126], [4.666083, 2.814448, -7.852876], [5.430683, 5.332238, -8.234786], [4.073323, 6.452908, -7.760186], [3.945853, 5.585208, -9.185866], [-1.932727, -4.050312, 5.343044], [-3.248297, -3.770212, 6.184914], [-3.224887, -2.477792, 7.015764], [-4.602837, -2.421362, 7.751214], [-1.979377, -2.606442, 8.045524], [-2.070737, -1.366602, 9.019504], [-2.977197, -1.219102, 6.131144], [-3.621847, -1.207762, 4.690844], [-5.019287, -1.067062, 4.943354], [-5.798877, -0.643062, 3.872954], [-1.089307, -4.185722, 6.020104], [-1.735547, -3.267932, 4.610174], [-2.056657, -4.867892, 4.632904], [-3.406207, -4.546112, 6.934014], [-4.193597, -3.713342, 5.645224], [-4.564217, -3.267812, 8.436874], [-5.379667, -2.477612, 6.988674], [-4.681007, -1.482702, 8.299774], [-1.080687, -2.430922, 7.454214], [-2.029417, -3.577522, 8.538084], [-2.177967, -0.407002, 8.513774], [-1.143097, -1.206292, 9.568944], [-2.854917, -1.439552, 9.773064], [-1.904517, -1.083742, 5.992774], [-3.435007, -0.450182, 6.753454], [-3.642407, -2.192752, 4.224514], [-3.176837, -0.455962, 4.039024], [-5.794597, -1.482722, 3.177934], [-5.400117, 0.297938, 3.494004], [-6.857467, -0.558742, 4.118674], [-7.578157, 0.176288, -3.764156], [-6.068197, 0.210198, -4.203436], [-5.074307, 1.259508, -3.595276], [-5.796187, 2.596708, -3.480626], [-4.652687, 0.743288, -2.134276], [-3.583497, 1.593118, -1.501406], [-3.891797, 1.401808, -4.609596], [-2.869327, 0.295598, -4.673596], [-3.466897, -0.946022, -5.013086], [-2.531007, -2.057132, -4.826266], [-8.156107, 1.009458, -4.164046], [-7.822747, 0.116718, -2.703626], [-8.013587, -0.782842, -4.044436], [-6.120357, 0.288468, -5.289366], [-5.662857, -0.767532, -3.942966], [-6.128627, 2.891488, -4.475966], [-5.028837, 3.228878, -3.033836], [-6.580017, 2.390948, -2.751666], [-4.363527, -0.295992, -2.290386], [-5.639027, 0.834058, -1.679326], [-3.865777, 2.644238, -1.441736], [-2.582837, 1.641818, -1.930846], [-3.507287, 1.327738, -0.446956], [-3.391677, 2.284708, -4.211516], [-4.325727, 1.545368, -5.599136], [-2.273107, 0.262308, -3.761716], [-2.218447, 0.586378, -5.498156], [-2.148387, -2.143872, -3.809316], [-1.694207, -1.978602, -5.520306], [-3.112147, -2.921142, -5.148576], [4.548543, 0.326868, -1.636946], [3.765573, 1.321458, -1.316776], [4.141433, 2.479218, -1.588476], [2.737883, 1.102558, -0.677986], [5.129723, 0.993998, -2.009456], [0.468593, -1.865672, 4.803564], [1.335963, -2.114312, 3.800474], [1.200983, -1.387962, 2.822834], [2.074023, -3.083792, 3.730724], [0.158893, -1.116992, 4.288614], [-1.489877, -3.750972, -1.685896], [-0.568127, -3.775622, -0.758446], [0.455393, -3.188382, -1.114566], [-0.760297, -4.276172, 0.362354], [-0.682597, -3.425522, -2.090836]], "forces_ev_per_angstrom": [[0.007, 0.104, -0.417], [-0.740, 0.310, 0.932], [0.037, -0.589, -0.006], [-0.565, 0.651, 1.342], [-0.199, 1.126, 1.199], [-1.320, 1.090, -1.231], [0.422, 0.125, 0.131], [2.015, -2.440, 0.378], [-0.865, 1.537, -1.251], [0.929, -0.755, -0.566], [0.265, -0.435, -0.523], [0.384, -0.249, -0.055], [-0.290, 0.584, -0.554], [0.211, 0.134, -0.545], [-0.330, 0.173, 0.238], [0.010, -0.119, -0.139], [0.449, 0.293, -0.778], [0.186, -0.456, 0.046], [0.076, 0.066, 0.143], [-0.101, -0.401, 0.246], [0.201, -0.196, -0.610], [-0.054, 0.305, 0.585], [-0.408, -0.599, -0.291], [-0.626, 0.334, 0.923], [-0.086, 0.068, 0.044], [0.322, -0.407, -0.323], [-0.209, -0.562, 0.559], [0.032, -0.107, 0.051], [0.556, 0.418, 0.708], [-0.002, 0.145, 0.015], [-1.799, -0.142, 0.247], [0.400, 2.101, -0.051], [3.099, -1.853, 2.009], [0.194, 1.261, 0.601], [0.584, -0.831, -0.635], [-1.034, 0.790, 0.745], [0.414, 0.774, -0.989], [-0.070, -0.961, 1.721], [0.395, -0.733, -0.452], [0.582, -1.720, 0.159], [0.126, 0.357, -0.654], [0.578, -0.412, -0.855], [-0.158, -0.335, 0.482], [-0.005, 0.386, 0.104], [0.063, -0.584, -0.140], [-0.560, -0.140, -0.249], [-0.429, 0.175, -0.423], [-0.605, -0.044, -0.242], [0.106, 0.002, 0.108], [-0.336, -0.600, -0.373], [0.422, 0.451, -0.104], [-0.630, -0.027, -0.521], [0.161, 0.870, -0.030], [-0.514, -0.144, -0.927], [0.044, -0.020, 0.442], [0.014, -0.063, -0.003], [-0.212, -0.098, -0.073], [-0.408, -0.061, 0.205], [-0.318, 0.857, 0.058], [-0.004, 0.391, -0.196], [-0.192, -0.651, -0.456], [4.631, 2.470, -2.396], [-3.958, -1.837, 2.222], [-0.350, 1.276, -0.635], [1.198, -0.479, -0.877], [-1.998, 0.477, 1.037], [0.583, -0.375, 0.851], [-0.001, 0.098, -0.091], [-0.142, 0.071, -0.341], [0.167, -0.380, 0.642], [-0.047, 0.522, -0.579], [0.260, -1.180, 0.024], [-0.558, -0.356, 0.827], [-0.176, 1.332, -0.698], [1.772, -1.319, 1.952], [-1.231, -1.200, -0.959], [-2.078, 1.812, -1.849], [1.709, 0.845, -0.623], [-0.509, -1.180, 0.313], [1.433, -0.595, 0.088], [-0.079, -0.179, 0.126], [0.559, 0.069, -0.292], [-0.072, -0.089, -0.082], [-0.003, -0.479, 0.531], [-0.427, 0.459, 0.845], [-0.088, 0.120, 0.767], [-0.813, -0.692, 0.185], [0.444, -2.480, -2.657], [-0.288, 4.002, 1.043], [0.638, -2.039, 1.366], [0.197, 0.202, -1.453], [-0.368, 0.245, 0.778], [0.289, 1.131, 0.364], [0.301, 0.539, 0.250], [0.450, -0.075, -0.130], [0.082, 0.196, 0.065], [-0.172, 0.174, -0.266], [0.014, -0.313, 0.661], [-0.292, -0.440, -0.437], [0.845, -0.318, 0.330], [-4.242, 0.217, 1.945], [4.863, -0.518, -2.778], [-1.331, -0.337, 0.661], [-1.119, -0.274, -0.348], [1.786, 0.563, 0.298], [0.200, 0.522, -0.069], [-0.262, -0.301, -0.237], [-0.568, -0.066, -0.202], [0.267, 0.042, 0.355], [0.111, 0.100, -0.107], [0.058, -0.353, 0.115], [-0.070, 0.164, -0.020], [1.615, -0.635, 1.229], [0.222, -4.839, -0.855], [-0.285, 6.097, 0.494], [0.761, -1.517, -0.203], [0.136, 0.320, -0.910], [-0.247, -0.292, 1.124], [-0.327, 0.965, -0.290], [-0.672, 0.514, -0.442], [-0.298, -0.180, -0.067], [-0.710, 0.210, -0.019], [-0.144, -0.391, 0.245], [-0.273, 0.126, -0.262], [-0.103, -0.010, 0.279], [-0.603, 0.876, -0.094], [0.437, 0.021, -1.057], [-1.001, 0.651, 1.741], [-0.291, -0.717, 0.227], [1.597, -1.538, -2.747], [-1.323, 0.513, 0.660], [-1.083, -0.216, 0.963], [2.741, 1.088, -0.484], [-0.936, -0.040, -0.015], [-0.357, 0.494, 0.092], [0.180, 0.389, -0.223], [0.645, -0.590, 0.151], [0.069, -0.021, 0.062], [0.261, 0.077, 0.200], [0.279, 0.180, -0.054], [0.065, -0.066, 0.054], [0.357, -0.541, -0.790], [-0.210, -0.138, 0.046], [-0.396, 0.718, -0.123], [0.179, 0.470, 1.030], [0.029, -0.246, -0.175], [-0.072, 0.448, 0.177], [-0.135, 0.094, 0.048], [-0.250, -0.420, 0.281], [0.001, 0.083, -0.051], [-0.379, -0.316, -0.090], [0.350, -0.301, -0.341], [-0.043, 0.066, 0.134], [0.522, -0.112, 0.410], [-0.165, -0.809, -0.177], [-1.530, 0.738, 0.251], [0.718, 0.065, -0.040], [1.087, -0.536, -0.464], [1.559, 0.140, -0.416], [-1.545, 2.897, 0.091], [0.202, -0.691, 0.049], [-0.578, -0.795, -0.478], [-1.820, -1.482, 2.136], [0.311, 1.104, 1.512], [-0.164, -0.892, -0.656], [0.004, -0.177, -0.429], [0.238, 0.574, 0.517], [-0.133, -0.661, 0.836], [0.190, -0.150, -0.121], [0.271, -0.106, -0.469], [-0.406, 0.091, -0.067], [0.109, -0.140, 0.216], [0.073, -0.147, -0.066], [-0.158, -0.652, -0.164], [-0.055, 0.145, -0.149], [-0.257, -0.183, -0.380], [0.118, -0.608, 0.048], [-0.004, -0.171, -0.132], [0.013, -0.119, 0.433], [0.295, 0.392, -0.541], [1.221, -0.051, -0.380], [-0.063, 0.317, 0.113], [0.125, 0.342, -0.970], [-0.160, 0.088, -0.462], [0.228, 0.299, 0.616], [0.563, 0.558, 0.611], [-1.395, -0.968, 0.883], [-0.288, -1.303, -0.822], [1.239, -1.532, 0.567], [-0.632, 0.863, -2.751], [-0.010, 0.832, 0.732], [-0.811, 0.082, 1.386], [-0.693, -0.719, -0.633], [1.109, 0.008, 1.213], [-0.956, 0.392, -1.138], [-0.020, -0.238, -0.219], [0.633, 0.412, 0.436], [0.210, 0.111, -0.854], [0.637, 0.336, 0.088], [0.307, 0.230, -0.282], [-0.107, 0.184, 0.300], [-0.439, 0.596, -0.334], [-0.310, 0.505, -0.401], [-0.054, 0.084, 0.137], [0.353, -0.352, 0.645], [-0.404, 0.144, -0.116], [-0.118, -0.704, -0.282], [0.130, -0.301, 0.023], [0.142, 0.153, -0.536], [-0.146, 0.285, 0.212], [0.098, -0.272, 0.292], [0.374, 0.206, -0.019], [-0.269, 0.068, 0.202], [0.092, 0.234, -0.054], [0.195, -0.119, 0.389], [1.021, -1.250, -0.897], [-1.829, 3.413, 1.782], [0.466, 0.002, -1.184], [-3.028, -1.704, 1.356], [2.436, -0.621, -0.921], [0.119, 0.174, 0.874], [1.071, -3.274, -1.304], [-1.097, 4.118, -2.788], [1.444, -1.219, 1.944], [-1.356, 0.902, 0.648], [-2.762, -0.690, -1.032], [0.370, -1.613, 6.650], [3.099, 1.554, -0.947], [-1.302, -0.097, -0.005], [0.062, 1.492, -4.740]], "lumo_ha": -0.544, "total_charge": 7, "largest_force_ev_per_a": 6.85}